Arrangement a

DFT (ωB97M-V/def2-TZVPD) results for a 6-piece molecular cluster, C2H16NO5 overall.

As for the orbital gap (alpha / beta): 4.86 / 9.41 eV. For the HOMO energy (alpha / beta), the calculation gives -4.58 / -9.15 eV. The multiplicity is 2. Its net charge is 0. The expectation value of S² is 0.753.

CARTESIAN COORDINATES (ANGSTROEM)
C1 1.88293 -0.79286 -2.57300
C2 2.01426 -2.47932 -0.86740
N1 1.39805 -1.50122 -1.46685
H1 1.33673 0.14934 -2.57757
H2 1.84153 -1.17844 -3.62376
H3 3.00422 -0.64304 -2.42932
H4 2.98308 -2.95811 -0.95652
H5 1.68247 -2.96996 0.10358
H6 0.41339 -1.30478 -1.16003
H7 0.02258 0.64326 0.11051
H8 -0.22635 -0.51173 1.02496
O1 0.26568 -0.25991 0.26539
H9 -2.32226 -0.66150 1.56361
H10 -2.07408 0.51788 2.41366
O2 -1.94159 0.12782 1.53151
H11 0.06459 2.02880 4.31951
H12 -0.08398 1.99146 2.83411
O3 -0.30134 1.57421 3.62832
H13 -4.69491 -0.71005 -1.39552
H14 -4.17957 0.75688 -0.89951
O4 -4.10123 -0.03516 -1.46148
H15 1.62239 2.33066 0.44032
H16 0.70191 3.39893 0.54609
O5 0.69149 2.48685 0.62938



Arrangement b

DFT (ωB97M-V/def2-TZVPD) results for a 6-piece molecular cluster, C2H16NO5 overall.

As for the orbital gap (alpha / beta): 3.09 / 7.27 eV. For the HOMO energy (alpha / beta), the calculation gives -2.79 / -7.01 eV. The multiplicity is 2. Its net charge is 0. The expectation value of S² is 0.753.

CARTESIAN COORDINATES (ANGSTROEM)
C1 -0.24909 0.72253 0.34527
C2 -0.66170 2.06310 0.31076
N1 0.40188 0.16136 -0.89307
H1 -0.36501 0.02503 1.15736
H2 -1.20261 2.42723 1.16041
H3 -0.77285 2.63949 -0.59814
H4 1.32152 -0.12026 -0.56650
H5 -0.18096 -0.56605 -1.27817
H6 0.52781 0.96630 -1.51023
H7 -3.80736 -0.21553 -0.44132
H8 -2.43561 -0.75782 0.04837
O1 -3.01198 -0.67171 -0.72118
H9 -0.45452 -3.33469 -0.30407
H10 0.27009 -2.69051 0.92506
O2 0.07714 -2.59203 -0.00887
H11 -2.21561 -1.10654 3.36925
H12 -1.04501 -2.02874 3.44975
O3 -1.35038 -1.25385 2.96255
H13 4.16745 -1.10846 -0.25952
H14 3.49464 -0.07566 0.65209
O4 3.35591 -0.60369 -0.14589
H15 1.34250 3.38043 -2.18264
H16 1.80525 2.17614 -2.90426
O5 0.98849 2.56394 -2.56701



Short version: arrangement a is the most stable of them.



Arrangement a

DFT (ωB97M-V/def2-TZVPD) results for an isolated ion of composition C8H12N and charge +1.

Its SMILES is C=CC(=C)C(C)=[N+]1CC1. As for the orbital gap: 8.83 eV. For the HOMO energy, the calculation gives -13.71 eV. The multiplicity is 1. Its net charge is +1.

CARTESIAN COORDINATES (ANGSTROEM)
C1 -1.29213 -1.57665 0.14390
C2 -1.34948 -0.08953 0.27368
C3 -0.61106 -2.15802 -0.78037
C4 -2.46408 0.55322 0.60901
C5 2.31044 0.38274 0.20396
C6 1.65769 -0.91673 0.75678
C7 -0.15630 0.64081 0.03014
C8 -0.09149 2.04455 -0.49192
N1 0.94438 0.02175 -0.01464
H1 -1.81677 -2.15425 0.84546
H2 -0.72717 -3.24576 -1.07676
H3 -0.31742 -1.43388 -1.67669
H4 -2.64955 1.59597 0.93576
H5 -3.41544 0.03833 0.84337
H6 2.49856 1.01982 1.06240
H7 3.06603 0.41881 -0.52453
H8 2.00538 -1.63850 0.07052
H9 1.40379 -1.26398 1.69780
H10 0.79405 2.43103 -0.11539
H11 -1.00886 2.61567 -0.22920
H12 0.13364 2.10135 -1.62017



Arrangement b

DFT (ωB97M-V/def2-TZVPD) results for an isolated ion of composition C8H12N and charge +1.

Its SMILES is C=C=CC(C)=[N+]1CCC1. As for the orbital gap: 9.87 eV. For the HOMO energy, the calculation gives -14.12 eV. The multiplicity is 1. Its net charge is +1.

CARTESIAN COORDINATES (ANGSTROEM)
C1 -0.84784 1.69556 0.08125
C2 -0.57142 0.53269 -0.73563
C3 -0.02029 2.10992 0.96788
C4 0.84060 2.59307 1.74743
C5 0.57086 -2.27920 0.69507
C6 0.43708 -0.82994 1.10941
C7 0.23148 -1.90603 -0.68268
C8 -1.01862 0.38359 -2.07558
N1 0.09743 -0.48866 -0.27481
H1 -1.70207 2.26104 -0.30752
H2 1.41696 3.40854 1.42521
H3 1.00237 2.63075 2.92782
H4 1.62588 -2.68296 0.75746
H5 -0.20308 -3.02033 1.05766
H6 -0.36041 -0.49000 1.84035
H7 1.40361 -0.44219 1.31108
H8 1.22929 -1.88706 -1.32112
H9 -0.58605 -2.45209 -1.23553
H10 -0.34025 -0.12347 -2.74674
H11 -1.41276 1.34463 -2.55973
H12 -1.79277 -0.35788 -1.98129



Short version: arrangement b is the most stable of them.



Arrangement a

DFT (ωB97M-V/def2-TZVPD) results for C6H3N as an isolated structure.

As for the orbital gap: 8.20 eV. For the HOMO energy, the calculation gives -9.62 eV. The multiplicity is 1. Its net charge is 0.

CARTESIAN COORDINATES (ANGSTROEM)
C1 2.70470 0.45343 -2.40502
C2 4.13464 0.73711 -2.38279
C3 1.58593 0.10015 -1.88976
C4 3.58899 0.72019 -1.19508
C5 1.28659 0.15309 -0.53133
C6 -0.03908 -0.20314 0.00262
N1 2.30794 0.53331 0.19307
H1 -0.24424 -1.24413 -0.37024
H2 -0.65041 0.52228 -0.48696
H3 -0.05454 -0.18468 1.17929



Arrangement b

DFT (ωB97M-V/def2-TZVPD) results for one molecule with the formula C6H3N.

As for the orbital gap: 7.34 eV. For the HOMO energy, the calculation gives -8.84 eV. The multiplicity is 1. Its net charge is 0.

CARTESIAN COORDINATES (ANGSTROEM)
C1 -0.48947 0.25976 2.02517
C2 -0.52197 -0.61410 3.08192
C3 -0.17438 0.23283 0.77481
C4 -0.70503 -1.84801 3.07829
C5 0.00602 0.03753 -0.63146
C6 0.45675 0.59944 -1.88691
N1 -0.43993 -1.03445 -0.11617
H1 0.70583 -0.17139 -2.72388
H2 1.41648 1.12879 -1.48681
H3 -0.25430 1.40959 -2.11496



Short version: arrangement b is the most stable of them.



Arrangement a

DFT (ωB97M-V/def2-TZVPD) results for one molecule with the formula C2H6P2.

Its SMILES is [H]/P=C(/C)P. As for the orbital gap: 8.13 eV. For the HOMO energy, the calculation gives -8.39 eV. The multiplicity is 1. Its net charge is 0.

CARTESIAN COORDINATES (ANGSTROEM)
C1 -0.30341 -0.07040 -0.18980
C2 -0.09050 0.55887 1.15656
P1 -2.05741 -0.19869 -0.74789
P2 1.15068 -0.11302 -1.26400
H1 0.44695 -0.06011 1.84715
H2 -1.02662 0.99644 1.47822
H3 0.58202 1.43203 1.07120
H4 -1.70127 -0.85935 -1.96476
H5 1.06369 -1.53658 -1.37090
H6 1.93587 -0.14919 -0.01577



Arrangement b

DFT (ωB97M-V/def2-TZVPD) results for one molecule with the formula C2H6P2.

As for the orbital gap (alpha / beta): 6.72 / 7.17 eV. For the HOMO energy (alpha / beta), the calculation gives -7.40 / -7.63 eV. The multiplicity is 1. Its net charge is 0.

CARTESIAN COORDINATES (ANGSTROEM)
C1 -0.94640 0.37534 1.22919
C2 -0.49287 1.28284 0.26598
P1 0.02747 -0.12188 -1.19608
P2 1.51529 -1.54359 -0.42530
H1 -0.30942 -0.19512 1.95445
H2 -1.90780 0.02030 0.88102
H3 -1.31710 1.64464 -0.26679
H4 0.24791 2.02087 0.44051
H5 2.24323 -1.00816 -1.53552
H6 0.93968 -2.47523 -1.34747



Arrangement c

DFT (ωB97M-V/def2-TZVPD) results for a 2-piece molecular cluster, C2H6P2 overall.

As for the orbital gap (alpha / beta): 8.54 / 5.92 eV. For the HOMO energy (alpha / beta), the calculation gives -8.77 / -7.10 eV. The multiplicity is 1. Its net charge is 0.

CARTESIAN COORDINATES (ANGSTROEM)
C1 -0.10619 0.00590 -0.19937
C2 0.49704 1.31148 0.14559
P1 -2.58502 -0.31329 0.27674
P2 0.73294 -1.43028 -0.12611
H1 1.58063 1.38295 -0.01781
H2 0.26052 1.45701 1.22835
H3 -0.17689 2.17724 -0.27710
H4 -2.47666 -1.63052 0.67281
H5 1.93082 -1.05795 -0.37396
H6 0.34281 -1.90254 -1.32914



Arrangement d

DFT (ωB97M-V/def2-TZVPD) results for a 2-piece molecular cluster, C2H6P2 overall.

As for the orbital gap (alpha / beta): 7.96 / 7.57 eV. For the HOMO energy (alpha / beta), the calculation gives -8.42 / -8.35 eV. The multiplicity is 1. Its net charge is 0.

CARTESIAN COORDINATES (ANGSTROEM)
C1 0.96596 0.88080 0.37543
C2 0.22349 0.11723 -0.63002
P1 1.44279 -0.91632 0.17431
P2 -2.61530 -0.28803 0.06384
H1 1.61439 1.69280 0.06273
H2 0.49184 1.06567 1.33086
H3 0.13804 0.35433 -1.67378
H4 2.42594 -0.72461 -0.81981
H5 -2.22659 -0.54448 1.38309
H6 -2.46056 -1.63741 -0.26663



Short version: arrangement a is the most stable of them.



Arrangement a

DFT (ωB97M-V/def2-TZVPD) results for C4H5O6Tl as an isolated structure.

As for the orbital gap (alpha / beta): 5.34 / 5.85 eV. For the HOMO energy (alpha / beta), the calculation gives -18.39 / -18.50 eV. The multiplicity is 1. Its net charge is +2.

CARTESIAN COORDINATES (ANGSTROEM)
C1 -0.97900 0.89081 0.01344
C2 0.53311 0.92237 -0.07384
O1 0.96373 -0.44133 0.21134
O2 -1.39328 -0.46473 0.04606
H1 -1.38588 1.38074 -0.88045
H2 -1.31073 1.40634 0.92717
H3 0.97775 1.57912 0.68017
H4 0.86710 1.17481 -1.08698
H5 -0.26779 -1.00197 0.17869
C3 2.27919 -0.80622 -0.01836
O3 2.74268 -1.71683 0.67013
O4 3.00562 0.10187 -0.50961
Tl1 4.72361 -0.31531 0.14203
O5 -3.97686 0.15806 0.01326
O6 -3.45094 -2.02380 -0.23487
C4 -3.32831 -0.84394 -0.07819



Arrangement b

DFT (ωB97M-V/def2-TZVPD) results for C4H5O6Tl as an isolated structure.

As for the orbital gap (alpha / beta): 5.99 / 6.55 eV. For the HOMO energy (alpha / beta), the calculation gives -18.43 / -18.45 eV. The multiplicity is 1. Its net charge is +2.

CARTESIAN COORDINATES (ANGSTROEM)
O1 1.61874 0.19876 0.49027
C1 0.99217 0.73879 1.44933
O2 1.47953 1.76452 2.00971
O3 -0.19267 0.32979 1.83473
Tl1 2.85907 1.69119 0.62442
C2 -0.94067 -0.74785 0.74111
C3 -1.40483 -1.08313 2.11520
H1 -1.56531 -0.02318 0.20890
H2 -0.23309 -1.47329 0.32721
H3 -2.13425 -0.47301 2.65088
O4 -0.62708 -2.06829 2.76736
C4 -1.15450 -2.62614 3.85152
O5 -2.24021 -2.38411 4.31595
O6 -0.34526 -3.59643 4.24917
H4 -0.76765 -4.10196 4.95578
H5 -2.06823 -1.70971 1.15232



Short version: arrangement a is the most stable of them.



Arrangement a

DFT (ωB97M-V/def2-TZVPD) results for one molecule with the formula C8H14Si.

Its SMILES is C[Si]1(C)C=C[C@@H]2C[C@@H]2C1. As for the orbital gap: 10.06 eV. For the HOMO energy, the calculation gives -9.08 eV. The multiplicity is 1. Its net charge is 0.

CARTESIAN COORDINATES (ANGSTROEM)
C1 -1.34490 -0.69009 -1.48963
C2 -1.93566 0.39583 -0.65693
C3 -0.80222 -2.04083 -1.19986
C4 1.13193 -0.37103 -0.74889
C5 0.14667 -0.93574 -1.71818
C6 -1.25020 1.24297 0.11490
C7 -0.08162 -0.25172 2.21657
C8 1.89824 1.92751 1.07983
Si1 0.42239 0.70645 0.72505
H1 -1.81566 -0.89039 -2.46147
H2 -3.06400 0.51322 -0.68072
H3 -0.55178 -2.19019 -0.20185
H4 -1.13239 -2.95857 -1.63221
H5 1.91562 -1.10423 -0.50112
H6 1.57070 0.48167 -1.29782
H7 0.44366 -1.08080 -2.77251
H8 -1.87277 1.87827 0.64350
H9 -1.08078 -0.52673 1.99732
H10 0.69134 -0.99699 2.18018
H11 0.01561 0.32776 3.07514
H12 2.33660 1.96380 2.08151
H13 2.75802 1.68596 0.32559
H14 1.60120 2.91388 0.92163



Arrangement b

DFT (ωB97M-V/def2-TZVPD) results for one molecule with the formula C8H14Si.

As for the orbital gap: 9.48 eV. For the HOMO energy, the calculation gives -8.51 eV. The multiplicity is 1. Its net charge is 0.

CARTESIAN COORDINATES (ANGSTROEM)
C1 -2.94905 0.01043 0.10788
C2 -1.25643 1.37638 -0.90343
C3 -1.89633 -0.59141 0.71218
C4 -0.41530 0.64386 -0.19113
C5 -2.71764 1.21382 -0.71132
C6 -1.43243 -1.64341 1.58158
C7 2.49565 -0.92632 0.33212
C8 2.22227 1.88527 -1.22838
Si1 1.44087 0.69329 0.18524
H1 -3.96748 -0.20282 0.59164
H2 -0.91007 2.09639 -1.65277
H3 -3.12854 1.11144 -1.68356
H4 -3.20167 2.10979 -0.21974
H5 -0.53915 -1.23635 2.12362
H6 -1.27443 -2.64138 0.96235
H7 -2.22901 -2.09585 2.30738
H8 3.51020 -0.70914 0.14179
H9 2.38140 -1.30663 1.33991
H10 2.33409 -1.66729 -0.45936
H11 3.30592 2.04927 -1.26772
H12 1.96476 1.25914 -2.07645
H13 1.68904 2.83614 -1.17715
H14 1.51345 1.34157 1.47610



Short version: arrangement a is the most stable of them.